An isolated molecule of CH4INS at a distorted geometry, computed with wB97M-V/def2-TZVPD.

Last column: Löwdin charge in e.
Element x y z (Å)
I -0.865448 2.486737 0.052881  0.2891
H -1.313805 -0.499087 0.481867  0.0112
H -0.212842 -1.698375 -0.326965  0.0735
H -1.206319 -0.243212 -1.294584  0.0142
H 2.329992 0.234051 1.002300  -0.0013
S 0.654266 0.504758 -0.377537  0.3985
C -0.742067 -0.696988 -0.407591  -0.3662
N 1.356223 -0.087884 0.869630  -0.4189

Atoms 1-3, force components in eV/Å:
I -0.1 0.3 0.1
H -0.3 0.0 0.2
H -1.1 1.2 -0.8

Summary:
ΔE to the lowest compared entry with this formula, charge and spin, kJ/mol: 99.6
HOMO energy, eV: -8.99
Gap between HOMO and LUMO, eV: 8.308
E_LUMO, eV: -0.7

---

A structure of composition C7H16MnNO11 at a distorted geometry, computed with wB97M-V/def2-TZVPD.

Last column: Löwdin spin population.
Element x y z (Å)
O 4.761137 -1.732627 14.043243  0.0084
O 6.668362 1.641677 14.903480  0.0028
C 6.896778 0.734388 13.822816  0.0115
C 1.507149 4.979579 12.178061  0.0012
C 2.305064 3.836818 11.523280  0.0021
H 3.858892 4.512230 12.780823  0.0001
H 5.259487 -0.937610 13.964971  0.0012
N 2.107649 2.506993 12.076779  0.0232
H 3.537541 3.978131 15.752226  0.0002
H 3.856790 -1.402588 14.051501  0.0014
H 6.099884 4.333187 10.934900  0.0006
O 7.912319 0.102478 13.838204  0.0102
H 1.683760 2.478158 12.997973  0.0005
H 0.427221 4.920030 11.968732  0.0000
H 1.944313 5.957707 11.879849  0.0002
H 1.668267 4.958548 13.258322  0.0000
C 3.164794 2.234979 14.997703  0.0107
C 5.924010 3.569276 11.690628  0.0027
H 2.199272 3.768958 10.432927  0.0000
Mn 4.209227 1.050574 12.360935  4.6784
H 3.969368 5.015150 11.139852  0.0007
O 3.457143 -0.204504 8.309137  0.0021
O 3.384696 0.495737 10.530669  0.0503
H 5.758726 1.964573 14.974502  0.0001
H 1.473775 1.969357 11.539463  0.0009
O 2.031231 2.447622 15.479398  0.0072
C 3.691754 4.174611 11.741175  0.0033
O 4.020083 3.327005 15.245443  0.0022
C 2.815815 0.394650 9.403805  0.0077
H 6.590120 2.778369 11.469116  0.0003
O 6.045152 0.700080 12.884885  0.0694
O 4.633945 3.062754 11.493972  0.0393
H 4.278579 -0.690796 8.463581  0.0000
H 6.134926 3.987378 12.668155  0.0001
O 3.623009 1.332340 14.301729  0.0533
O 1.644935 0.783148 9.218096  0.0080

Atoms 1-3, force components in eV/Å:
O -1.0 -0.9 0.0
O 0.4 -0.9 -0.8
C 0.2 1.4 1.3

Summary:
<S²>: 8.7535
HOMO energy (spin up / spin down), eV: -6.05 / -6.44
Total charge: -1
Multiplicity: 6
Gap between HOMO and LUMO (spin up / spin down), eV: 8.755 / 9.142
E_LUMO (spin up / spin down), eV: 2.7 / 2.7

---

A structure of composition C7H10InN2O3 at a distorted geometry, computed with wB97M-V/def2-TZVPD.

Last column: Löwdin charge in e.
Element x y z (Å)
H -3.203061 -0.936770 -0.597223  -0.1485
O -0.936149 0.458392 2.388420  -0.2314
H -0.705818 1.964605 1.039729  0.0611
H -0.955247 0.984964 -3.176399  0.0567
C -0.420364 1.691968 0.050460  -0.2265
H 2.586388 -2.524472 0.628752  0.0818
H 1.646246 1.045365 -2.474242  0.0533
C -1.323094 1.442515 -1.001332  -0.2433
H 0.027049 -2.798535 0.215441  -0.0605
C -0.556772 1.171082 -2.172398  -0.2045
C 0.713631 -2.164212 -0.380833  -0.2969
C 2.086795 -2.047967 -0.263559  0.0091
C 0.906886 1.517563 -0.452207  -0.2014
H 1.808887 1.627430 0.129956  0.0766
O 1.069691 -0.177637 1.701937  -0.1284
N 0.386904 0.428364 2.593652  -0.5148
H 0.112645 -1.817256 -1.259310  0.0452
H 2.595348 -1.540801 -1.143547  0.0883
H -2.419156 1.521101 -0.939580  0.0703
In -1.074687 -1.223939 0.637249  0.9210
O 0.879215 0.945155 3.589469  0.0267
N -4.059426 -0.782105 0.173884  -0.0291
C 0.833688 1.215091 -1.805819  -0.2046

Atoms 1-3, force components in eV/Å:
H -2.7 0.6 1.8
O 2.7 -0.7 1.3
H 0.0 0.3 0.1

Summary:
ΔE to the lowest compared entry with this formula, charge and spin, kJ/mol: 480.3
HOMO energy (spin up / spin down), eV: -3.18 / -3.18
Total charge: -1
Gap between HOMO and LUMO (spin up / spin down), eV: 4.839 / 5.236
E_LUMO (spin up / spin down), eV: 1.7 / 2.1

---

A cluster of 2 separate species, C10H16O in total at a distorted geometry, computed with wB97M-V/def2-TZVPD.

Last column: Löwdin charge in e.
Element x y z (Å)
H 3.179069 3.997969 0.396962  0.0647
H 3.208067 0.976984 0.421496  0.0905
H 1.180602 2.873491 0.999620  0.0775
H -4.819614 -1.391890 -0.883424  0.0779
H -2.910622 -3.221140 1.244866  0.1101
H -2.331913 -0.030012 -1.592514  0.1138
C -2.746247 -1.791489 -0.379886  -0.2886
O 1.166542 -1.462791 0.896240  0.0310
H -4.413661 -3.145057 -0.704146  0.0701
C 2.877654 1.902437 -0.054232  -0.2958
H 0.917281 1.208700 0.577990  0.0238
C 1.384267 2.123400 0.226042  -0.1168
C -4.067329 -2.169108 -1.019259  -0.0540
H 2.985016 1.781251 -1.132308  0.0973
H 1.667136 -0.735528 0.487578  0.0788
H -0.048127 -0.032163 -1.154816  0.1120
H 4.263252 3.032131 1.306661  0.0712
C -0.173159 -1.356907 0.582802  -0.3268
C -0.653746 -0.555436 -0.424735  -0.0385
C -1.978406 -0.764230 -0.878196  -0.0455
H 4.580979 3.286647 -0.349286  0.0605
H -0.561835 -2.997272 1.899144  0.1181
C -0.988337 -2.324678 1.164128  -0.0149
C -2.309020 -2.460211 0.767104  -0.0374
C 3.763969 3.082364 0.331731  -0.1252
H 0.772929 2.404875 -0.631505  0.0726
H -3.944749 -2.232326 -2.098057  0.0735

Atoms 1-3, force components in eV/Å:
H -0.1 0.1 -0.2
H 0.1 0.1 0.0
H 0.3 -0.1 -0.1

Summary:
ΔE to the lowest compared entry with this formula, charge and spin, kJ/mol: 136.7
HOMO energy, eV: -8.39
SMILES: Cc1ccc(O)cc1.CCC
Gap between HOMO and LUMO, eV: 9.367
E_LUMO, eV: 1.0